Below is a single C5H10O2 molecule, with properties calculated with wB97M-V/def2-TZVPD.

Structure (SMILES) ... OC[C@H]1CCOC1
Energy relative to the best compared isomer or geometry (same formula, charge and spin) ... 2.854 eV
Highest occupied orbital energy ... -9.6 eV
Frontier orbital gap ... 10.492 eV

Positions of all 17 atoms, in Å:
O -2.3046 0.4127 -0.1774
C -0.9981 1.0493 -0.6672
C 0.3212 0.8512 0.1706
C -0.1742 -0.2934 1.0487
C 0.5160 -1.5185 0.4360
O 1.1531 -1.1083 -0.7722
C 1.5337 0.2326 -0.5788
H -2.5707 -0.4053 -0.6440
H -0.8290 0.6540 -1.6639
H -1.3105 2.0821 -0.6100
H 0.6621 1.7546 0.7081
H -0.0293 -0.1124 2.1085
H -1.2726 -0.3257 0.8643
H -0.1957 -2.2988 0.1522
H 1.2515 -1.9262 1.1371
H 1.7945 0.6616 -1.5572
H 2.4526 0.2906 0.0453

natural (NBO) atomic charge list, values in e, 6 entries: -0.754, -0.071, -0.279, -0.487, -0.075, -0.532